# 1
Here is a molecular structure, C3H3NO2 in a non-equilibrium geometry from OMol25. Energies are from the ωB97M-V functional and the def2-TZVPD basis.

Geometry as XYZ:
```
9
Properties=species:S:1:pos:R:3:forces:R:3:nbo_charge:R:1
O -2.0053 -0.3796 1.1600 1.060 -0.240 -0.551 -0.388
C -0.9878 -0.6352 0.6790 -0.883 -0.002 0.507 0.986
N 0.1954 -1.1075 0.4567 -0.398 0.017 0.035 -0.608
C 0.8346 0.1943 0.2357 0.234 0.291 -0.179 -0.374
C 0.2027 0.9271 -0.7697 0.057 0.002 0.137 0.282
O -0.8884 0.5481 -1.2580 0.125 0.004 0.048 -0.685
H 0.2837 -1.8486 -0.2411 -0.023 0.049 0.075 0.416
H 1.6937 0.4355 0.8412 -0.103 -0.025 -0.119 0.222
H 0.6713 1.8659 -1.1039 -0.070 -0.096 0.047 0.150
```
Forces are in eV/Å.

molecular weight: 85.1 g/mol
LUMO: 0.5 eV

---

# 2
Here is a molecular structure, C3H3NO2 in a non-equilibrium geometry from OMol25. Energies are from the ωB97M-V functional and the def2-TZVPD basis.

Geometry as XYZ:
```
9
Properties=species:S:1:pos:R:3:forces:R:3:nbo_charge:R:1
O -0.2546 0.5046 -1.5886 0.144 0.215 -0.348 -0.665
C -0.2795 0.2257 -0.2552 0.229 0.231 0.073 -0.054
C 0.8012 0.7326 0.5579 -0.070 0.433 -0.051 0.353
O 1.6467 1.4482 0.0443 -0.092 -0.282 0.197 -0.575
C -1.0914 -0.7209 0.2045 -0.838 1.540 -0.130 0.275
N -1.7407 -1.6648 0.6354 3.089 -0.274 -0.275 -0.412
H 0.5957 0.9652 -1.6976 -0.036 0.136 -0.164 0.501
H -0.5828 -1.9117 0.4960 -2.389 -2.078 0.832 0.445
H 0.8426 0.4281 1.6201 -0.037 0.079 -0.133 0.132
```
Forces are in eV/Å.

molecular weight: 85.1 g/mol
LUMO: 0.2 eV

---

# 3
Here is a single C3H3NO2 molecule in a non-equilibrium geometry from OMol25. Energies are from the ωB97M-V functional and the def2-TZVPD basis.

Geometry as XYZ:
```
9
Properties=species:S:1:pos:R:3:forces:R:3:nbo_charge:R:1
C 0.5021 -0.5841 0.5421 -0.269 0.329 -0.261 0.064
O -0.0413 -0.9605 -0.6646 -0.091 -0.404 -0.408 -0.496
C -0.7320 0.0957 -1.2514 -0.316 -0.095 -0.613 0.654
O -1.2628 -0.0561 -2.3066 0.187 0.261 0.508 -0.500
C -0.6745 1.3659 -0.3590 0.992 -0.964 1.180 0.054
N 0.0426 0.8636 0.6240 0.640 -1.905 -0.151 -0.550
H 0.4355 1.1725 1.4881 -0.510 1.843 0.273 0.405
H 0.1251 -1.2062 1.3778 -0.187 0.505 -0.336 0.185
H 1.6053 -0.6909 0.5495 -0.446 0.430 -0.192 0.184
```
Forces are in eV/Å.

molecular weight: 85.1 g/mol
LUMO: 0.0 eV

---

# 4
Here is a single C3H3NO2 molecule in a non-equilibrium geometry from OMol25. Energies are from the ωB97M-V functional and the def2-TZVPD basis.

Geometry as XYZ:
```
9
Properties=species:S:1:pos:R:3:forces:R:3:nbo_charge:R:1
C 1.3185 -0.5020 -0.4314 -1.598 -0.256 -0.222 0.593
C 1.2701 0.7250 0.3247 0.505 0.401 0.483 0.607
C -1.2929 -0.0797 0.0274 0.989 2.024 -1.455 -0.423
N 0.1156 0.1508 -0.1121 1.162 -0.643 -0.519 -0.393
O 1.5920 -1.5439 -0.9060 1.010 -0.863 -0.517 -0.527
O 1.7165 1.5732 1.0094 0.209 0.873 0.489 -0.527
H -1.7301 0.6018 -0.7023 -0.697 -0.060 0.403 0.225
H -1.4965 -1.0616 -0.2309 -0.433 -1.925 -0.405 0.225
H -1.4931 0.1365 1.0213 -1.147 0.449 1.742 0.222
```
Forces are in eV/Å.

SMILES string: Cn1c(=O)c1=O
molecular weight: 85.1 g/mol
LUMO: 0.5 eV

---

For each record above, in turn, the calculated orbital gap values are 8.9; 9.1; 9.7; 10.7 eV.
For each record above, in turn, the calculated highest occupied orbital energy values are -8.464; -8.898; -9.696; -10.155 eV.